Entry 1:
DFT (wB97M-V/def2-TZVPD) results for a structure of composition C37H37N7O2Rb.

Its charge is -1. For the total energy, the calculation gives -1990.1005 Eh. The spin multiplicity is 1. As for the energy above the lowest of the compared OMol25 structures with the same formula, charge and spin: 0.0 kJ/mol. Its LUMO energy is 2.1 eV. As for the HOMO-LUMO gap: 0.2285 Eh.

Cartesian coordinates (Å):
Rb1 0.110 0.652 0.407
O1 -2.884 3.643 3.097
C1 -2.095 3.225 2.207
N1 -0.938 2.631 2.366
C2 -0.599 2.496 3.752
C3 0.732 1.826 4.018
C4 1.120 1.639 5.352
C5 2.314 1.017 5.636
C6 3.110 0.583 4.580
C7 2.653 0.804 3.296
N2 1.498 1.414 3.012
C8 -2.552 3.434 0.768
C9 -3.602 4.325 0.544
C10 -4.061 4.526 -0.742
C11 -3.466 3.824 -1.782
C12 -2.435 2.955 -1.469
N3 -1.982 2.757 -0.233
H1 -1.361 1.926 4.312
H2 -0.590 3.470 4.265
H3 0.467 1.987 6.143
H4 2.625 0.864 6.662
H5 4.053 0.080 4.745
H6 3.234 0.462 2.446
H7 -4.029 4.823 1.403
H8 -4.872 5.219 -0.936
H9 -3.787 3.943 -2.809
H10 -1.946 2.387 -2.255
O2 -0.543 -1.543 -1.784
C13 -1.545 -0.736 -2.336
C14 -2.849 -1.515 -2.407
C15 -3.275 -2.043 -1.033
C16 -3.621 -0.957 -0.045
C17 -4.713 -0.120 -0.257
C18 -5.018 0.854 0.679
C19 -4.229 0.965 1.811
C20 -3.153 0.099 1.935
N4 -2.845 -0.842 1.039
H11 0.376 -1.051 -1.939
H12 -1.272 -0.392 -3.345
H13 -1.713 0.177 -1.740
H14 -2.709 -2.366 -3.079
H15 -3.632 -0.881 -2.835
H16 -2.450 -2.624 -0.627
H17 -4.141 -2.703 -1.150
H18 -5.310 -0.236 -1.154
H19 -5.852 1.527 0.522
H20 -4.387 1.736 2.553
H21 -2.489 0.179 2.790
C21 -1.974 -4.013 1.828
N5 -0.884 -3.172 2.263
C22 -0.748 -2.607 3.506
C23 0.329 -1.775 3.422
N6 0.850 -1.807 2.150
C24 0.089 -2.646 1.484
H22 -2.130 -4.825 2.539
H23 -1.728 -4.440 0.859
H24 -2.887 -3.425 1.734
H25 -1.421 -2.841 4.314
H26 0.756 -1.151 4.191
H27 0.167 -2.869 0.429
N7 1.604 -0.084 -2.015
C25 2.688 -0.405 -2.553
C26 2.899 -1.758 -3.213
C27 1.874 -2.324 -3.965
C28 2.003 -3.595 -4.504
C29 3.160 -4.333 -4.287
C30 4.187 -3.783 -3.532
C31 4.059 -2.503 -3.010
C32 3.890 0.523 -2.567
C33 4.826 0.524 -3.600
C34 5.877 1.433 -3.612
C35 6.019 2.349 -2.580
C36 5.094 2.354 -1.542
C37 4.041 1.455 -1.544
H28 0.962 -1.757 -4.101
H29 1.193 -4.016 -5.088
H30 3.259 -5.330 -4.700
H31 5.089 -4.354 -3.347
H32 4.866 -2.077 -2.425
H33 4.729 -0.191 -4.408
H34 6.586 1.425 -4.432
H35 6.841 3.055 -2.585
H36 5.194 3.064 -0.730
H37 3.296 1.461 -0.758

Entry 2:
DFT (wB97M-V/def2-TZVPD) results for the molecule C9H12O2 in a non-equilibrium geometry.

Its charge is 0. For the total energy, the calculation gives -500.5803 Eh. As for the SMILES: C[C@@H](CO)Oc1ccccc1. The spin multiplicity is 1. As for the energy above the lowest of the compared OMol25 structures with the same formula, charge and spin: 107.9 kJ/mol. Its LUMO energy is 0.9 eV. As for the HOMO-LUMO gap: 0.3703 Eh.

Cartesian coordinates (Å):
C1 2.078 1.524 0.495
C2 2.036 0.271 -0.457
C3 2.175 -1.106 0.181
O1 1.324 -1.250 1.295
O2 0.855 0.289 -1.268
C4 -0.376 0.188 -0.616
C5 -0.961 -1.050 -0.639
C6 -2.287 -1.125 -0.192
C7 -2.940 -0.068 0.399
C8 -2.297 1.152 0.464
C9 -1.033 1.257 -0.082
H1 2.170 2.436 -0.178
H2 1.183 1.684 1.131
H3 2.873 1.414 1.247
H4 2.830 0.350 -1.201
H5 2.029 -1.868 -0.612
H6 3.172 -1.328 0.542
H7 0.396 -1.369 0.940
H8 -0.463 -1.901 -1.042
H9 -2.848 -2.053 -0.149
H10 -4.025 -0.172 0.747
H11 -2.630 2.033 1.012
H12 -0.484 2.203 0.031

The lowest charge belongs to which entry? C37H37N7O2Rb

charge of number 2 (C9H12O2)? 0